Entry 1:
Formula: C24H53F2NO16
Source: the OMol25 dataset
Level of theory: the ωB97M-V functional and the def2-TZVPD basis

Geometry (Å):
N1 -3.06 1.91 -2.47
H1 -2.24 2.06 -2.98
H2 -3.63 1.28 -2.96
H3 -3.64 2.76 -2.44
H4 -3.12 1.57 -1.37
O1 -0.34 1.47 -1.06
H5 -0.10 1.33 -0.07
C1 1.06 3.66 -3.26
C2 2.12 2.84 -2.62
O2 2.78 3.81 -1.86
C3 2.36 5.01 -2.03
O3 2.74 6.05 -1.48
O4 1.33 5.01 -2.91
F1 3.01 2.32 -3.58
H6 0.02 3.23 -2.90
H7 1.13 3.37 -4.29
H8 1.77 2.04 -1.89
C4 1.24 -0.90 -2.60
C5 0.12 -0.41 -3.56
O5 -0.14 -1.64 -4.18
C6 0.15 -2.61 -3.40
O6 -0.15 -3.81 -3.60
O7 0.89 -2.18 -2.39
F2 0.42 0.58 -4.44
H9 1.38 -0.29 -1.66
H10 2.25 -0.95 -2.96
H11 -0.66 -0.08 -2.97
C7 -6.81 -4.42 2.28
O8 -5.51 -4.31 2.74
C8 -5.25 -3.15 3.56
C9 -3.90 -3.25 4.26
O9 -2.98 -3.26 3.39
C10 -1.62 -3.04 3.83
C11 -0.62 -3.12 2.59
O10 -1.01 -2.11 1.61
C12 0.08 -1.73 0.87
H12 -7.30 -3.31 2.03
H13 -7.34 -4.84 3.18
H14 -6.96 -4.86 1.39
H15 -6.10 -2.84 4.38
H16 -5.22 -2.17 2.85
H17 -3.91 -4.24 4.76
H18 -3.93 -2.50 5.10
H19 -1.28 -3.85 4.30
H20 -1.51 -1.98 4.06
H21 -0.68 -4.26 2.09
H22 0.35 -2.76 2.91
H23 0.20 -2.59 0.19
H24 0.93 -1.54 1.46
H25 -0.10 -0.82 0.46
C13 0.54 6.29 4.35
O11 0.39 5.08 3.69
C14 -0.15 5.08 2.41
C15 -0.48 3.55 1.97
O12 -1.41 3.07 2.49
C16 -1.76 1.77 2.33
C17 -2.82 1.23 3.31
O13 -3.93 2.02 3.18
C18 -5.07 1.72 4.16
H26 0.86 6.19 5.32
H27 -0.31 6.73 4.45
H28 1.11 6.96 3.70
H29 0.80 5.41 1.78
H30 -0.85 5.81 2.07
H31 0.45 3.06 2.12
H32 -0.71 3.58 0.72
H33 -0.84 1.12 2.30
H34 -2.10 1.72 1.30
H35 -2.60 1.15 4.40
H36 -3.11 0.14 3.34
H37 -4.64 1.65 5.18
H38 -5.28 0.62 4.04
H39 -5.87 2.39 4.00
C19 3.99 -4.88 -4.62
O14 3.31 -3.78 -4.26
C20 3.55 -2.60 -4.96
C21 4.79 -1.86 -4.43
O15 4.46 -1.36 -3.28
C22 5.60 -0.89 -2.43
C23 4.95 -0.22 -1.26
O16 4.00 -1.03 -0.60
C24 3.42 -0.18 0.48
H40 3.54 -5.80 -4.13
H41 5.04 -4.72 -4.26
H42 4.25 -4.99 -5.64
H43 2.83 -1.97 -4.79
H44 3.79 -2.87 -6.12
H45 5.08 -1.34 -5.21
H46 5.55 -2.65 -4.53
H47 6.24 -0.29 -3.04
H48 6.19 -1.78 -2.12
H49 4.50 0.54 -1.72
H50 5.77 0.13 -0.54
H51 4.00 0.27 1.18
H52 3.06 -0.98 1.15
H53 2.63 0.45 0.13

Kohn-Sham gap: 0.240 hartree
energy: -65413.94452 eV
LUMO energy: -1.407 eV
E_HOMO: -7.9 eV

Atom charges from the Löwdin analysis, given in e for atoms 1 to 5: N 0.3031; H 0.0830; H 0.1156; H 0.1465; H 0.2372

---

Entry 2:
Formula: C6H11O4
Source: the OMol25 dataset
Level of theory: the ωB97M-V functional and the def2-TZVPD basis

Geometry (Å):
C1 0.67 1.80 -0.87
O1 1.94 1.44 -0.44
C2 2.96 1.66 -1.33
C3 3.61 0.65 -1.88
O2 4.30 -0.21 -2.27
H1 -0.54 1.46 0.23
H2 0.59 2.88 -1.02
H3 0.30 1.22 -1.72
H4 3.27 2.68 -1.57
O3 -1.58 1.39 1.02
C4 -1.77 0.32 1.88
C5 -1.90 -1.02 1.19
O4 -0.67 -1.34 0.60
C6 -0.69 -2.52 -0.16
H5 -2.66 0.52 2.50
H6 -0.91 0.28 2.59
H7 -2.70 -0.96 0.42
H8 -2.20 -1.79 1.92
H9 0.33 -2.67 -0.55
H10 -0.98 -3.38 0.46
H11 -1.39 -2.44 -1.00

Kohn-Sham gap (alpha / beta): 0.351 / 0.269 hartree
energy: -14583.91063 eV
2S+1: 2
LUMO energy (alpha / beta): 0.320 / -1.873 eV
E_HOMO (alpha / beta): -9.2 / -9.2 eV
expectation value of S²: 0.765

Atom charges from the natural (NBO) analysis, given in e for atoms 1 to 5: C -0.0292; O -0.5196; C -0.2258; C 0.6689; O -0.4246

---

Entry 3:
Formula: C9H28O6V2
Source: the OMol25 dataset
Level of theory: the ωB97M-V functional and the def2-TZVPD basis

Geometry (Å):
V1 0.65 -0.69 -2.11
V2 1.07 2.27 -0.57
C1 0.66 2.34 -3.92
O1 0.57 1.60 -2.68
H1 1.64 2.78 -4.06
H2 0.57 1.83 -4.88
H3 0.03 3.23 -3.87
O2 0.68 0.15 -0.15
H4 1.20 -0.08 0.65
C2 3.68 3.73 2.94
C3 3.28 2.55 2.02
O3 2.05 2.64 1.37
H5 3.48 4.71 2.50
H6 4.76 3.88 3.06
H7 3.10 3.69 3.86
H8 3.37 1.58 2.50
H9 4.08 2.65 1.29
H10 1.54 3.03 2.09
C4 -2.01 0.46 3.87
C5 -1.17 0.71 2.59
O4 -0.86 -0.56 2.00
H11 -1.71 -0.24 4.65
H12 -2.95 0.00 3.54
H13 -2.17 1.41 4.38
H14 -0.25 1.24 2.84
H15 -1.86 1.27 1.96
H16 -0.32 -0.38 1.23
C6 -3.90 -0.65 -2.35
C7 -2.71 -1.55 -1.81
O5 -1.58 -0.83 -1.54
H17 -4.71 -1.30 -2.69
H18 -3.64 0.15 -3.04
H19 -4.21 -0.08 -1.48
H20 -2.46 -2.15 -2.69
H21 -3.00 -2.18 -0.98
H22 -1.61 -0.44 -0.66
C8 0.98 -4.81 -0.92
C9 0.00 -3.87 -1.53
O6 0.46 -2.56 -1.19
H23 1.98 -4.67 -1.32
H24 0.79 -5.83 -1.27
H25 1.03 -4.68 0.16
H26 -0.91 -3.91 -0.93
H27 -0.09 -4.01 -2.61
H28 0.50 -2.43 -0.23

Kohn-Sham gap (alpha / beta): 0.295 / 0.308 hartree
energy: -73429.69319 eV
2S+1: 7
LUMO energy (alpha / beta): -7.731 / -7.641 eV
E_HOMO (alpha / beta): -15.8 / -16.0 eV
charge: +2
expectation value of S²: 12.010

Atom charges from the natural (NBO) analysis, given in e for atoms 1 to 5: V 1.5899; V 1.6439; C -0.2601; O -1.0391; H 0.1727